Computed, not measured: a single C3H6N2S2 molecule in a non-equilibrium geometry, with wB97M-V/def2-TZVPD.

Last column: Löwdin charge in e.
CARTESIAN COORDINATES (ANGSTROEM)
C: -1.1875 1.7554 -0.3619  -0.07
N: 0.0397 1.0344 -0.7008  -0.12
N: 0.4482 0.1014 0.1587  -0.07
C: 0.6782 -1.2007 -0.1915  -0.89
S: 0.4262 -1.8906 -1.6788  0.64
C: 0.9927 -2.1129 0.9513  -0.67
S: 1.4902 -1.6946 2.4628  0.68
H: -1.9621 1.1078 -0.0659  0.06
H: -1.4175 2.4381 -1.1655  0.08
H: -0.8777 2.4676 0.4502  0.09
H: -0.0013 0.7716 -1.6513  0.06
H: 0.7442 0.3853 1.1233  0.13
H: 0.6269 -3.1629 0.6692  0.06

Properties
Structure (SMILES): CNNC(=S)C=S
HOMO-LUMO gap in eV: 6.988
Energy relative to the best compared isomer or geometry (same formula, charge and spin) in eV: 2.294
DFT total energy in eV: -27856.8024
Strongest force on any atom in eV/A: 3.37
LUMO level in hartree: -0.05266